Molecular formula: C4H2NO2S
Method: DFT, wB97M-V/def2-TZVPD

Summary:
Energy relative to the best compared isomer or geometry (same formula, charge and spin) in kcal/mol: 92.9
Max |F| in eV Å⁻¹: 4.98
Calculated total energy in Ha: -756.971699
Total charge: -1
E_LUMO in eV: 3.01
E_HOMO in eV: -4.0
Kohn-Sham gap in Ha: 0.259

XYZ file:
```
10
Properties=species:S:1:pos:R:3:forces:R:3:nbo_charge:R:1
C 0.269059 -0.020846 -0.685956 0.2890 1.1720 -1.0867 0.2829
C -1.618162 -1.485494 0.537139 3.4186 -0.1951 -3.6197 -0.2695
C 1.459506 2.173785 0.370633 1.4662 -0.2679 -0.6154 0.9628
C -0.005006 -1.283328 -0.872223 -3.2857 -1.2833 3.2015 -0.4966
N 0.367370 1.171840 -0.681452 0.2457 0.5368 0.9326 -0.5366
O 2.133626 2.884116 -0.328228 -0.6208 0.1256 -0.6433 -0.6796
O 1.391432 1.856939 1.517885 -1.0634 -0.4837 0.7868 -0.6709
S -2.458496 -2.742859 0.933280 -0.4008 -0.8336 0.3557 0.0173
H -1.805693 -0.468750 0.736968 -0.1070 1.2284 0.5290 0.1690
H 0.266363 -2.085403 -1.528047 0.0581 0.0009 0.1595 0.2212
```
Forces are in eV/Å.